w.
# C8H38O11

A cluster of 11 separate species, C8H38O11 in total (the ωB97M-V functional and the def2-TZVPD basis, OMol25).

Its multiplicity is 1. The LUMO energy is -0.010 eV.

Each line ends with the natural charge from an NBO analysis.
CARTESIAN COORDINATES (ANGSTROEM)
C 2.87028 2.97901 3.03230  -0.25
O 4.08334 3.72368 3.00363  -0.73
H 2.93432 2.06179 3.62153  0.18
H 2.10459 3.55482 3.56270  0.16
H 2.53520 2.79903 2.01448  0.16
H 4.16614 4.21767 3.82149  0.47
C -1.91346 -1.85760 3.12686  -0.24
O -3.24936 -1.31050 3.16818  -0.74
H -1.90840 -2.88920 2.79083  0.18
H -1.37070 -1.18830 2.45697  0.15
H -1.49063 -1.78937 4.13028  0.17
H -3.11565 -0.36185 3.26808  0.48
C -1.90193 -3.96304 -0.18255  -0.24
O -3.18809 -3.63243 -0.61923  -0.74
H -1.22991 -3.10127 -0.12257  0.15
H -1.94538 -4.37039 0.83063  0.18
H -1.49758 -4.78750 -0.78159  0.15
H -3.16106 -3.02680 -1.37224  0.49
C -1.82784 -1.33013 -3.11235  -0.25
O -3.10963 -1.84657 -2.83798  -0.74
H -1.60321 -1.10272 -4.15663  0.17
H -1.72856 -0.39715 -2.54547  0.16
H -1.02359 -1.96818 -2.74732  0.20
H -3.82246 -1.37477 -3.27075  0.49
C 2.51128 -1.30638 2.37653  -0.25
O 1.41387 -0.67731 2.98994  -0.75
H 3.18747 -1.88833 3.00326  0.18
H 2.09099 -2.04687 1.67908  0.15
H 3.13893 -0.65428 1.76025  0.16
H 1.05598 -0.13655 2.26637  0.49
C -0.33933 0.30762 -0.24773  -0.26
O 0.63821 0.76033 0.68545  -0.78
H -1.09389 1.07803 -0.41176  0.15
H 0.16971 0.10805 -1.19507  0.18
H -0.73597 -0.66923 0.02105  0.20
H 1.17624 1.44895 0.26681  0.50
C 1.69514 -3.65466 -1.65408  -0.24
O 1.76597 -2.25882 -1.77383  -0.74
H 2.62640 -4.09902 -2.02389  0.16
H 1.65590 -3.90458 -0.59426  0.19
H 0.85737 -4.11134 -2.18722  0.16
H 2.14546 -1.96738 -2.60374  0.47
C -1.71024 3.11558 -3.10688  -0.26
O -0.88756 4.15942 -2.65403  -0.73
H -1.23883 2.35381 -3.73074  0.17
H -2.23117 2.62602 -2.28084  0.18
H -2.58224 3.50035 -3.65312  0.17
H -0.57833 4.63399 -3.43246  0.48
O 1.11092 3.12364 -0.79248  -0.99
H 0.80182 3.62943 -0.03168  0.49
H 0.56039 3.43079 -1.53069  0.51
O 3.92589 3.20465 -1.58112  -0.96
H 3.01424 3.05633 -1.28795  0.49
H 4.40551 3.44774 -0.78292  0.47
O -2.90629 1.50052 2.15051  -0.94
H -3.27938 1.54648 1.26497  0.47
H -1.97088 1.30478 2.01301  0.47

***

x.
# C8H38O11

A cluster of 11 separate species, C8H38O11 in total (the ωB97M-V functional and the def2-TZVPD basis, OMol25).

Its multiplicity is 1. The LUMO energy is -0.184 eV.

Each line ends with the natural charge from an NBO analysis.
CARTESIAN COORDINATES (ANGSTROEM)
C 15.33447 30.10155 0.55740  -0.64
C 14.97644 31.03164 -0.67423  -0.06
O 13.59525 31.08867 -0.75913  -0.75
H 14.89989 30.59902 1.42444  0.23
H 16.42013 30.10707 0.65442  0.21
H 14.90396 29.10159 0.50418  0.22
H 15.43726 30.65733 -1.58836  0.15
H 15.35671 32.03411 -0.47786  0.16
H 13.39938 31.95267 -1.12890  0.48
C 12.62957 22.80967 -0.97705  -0.63
C 11.57830 22.11705 -1.87305  -0.06
O 11.93799 20.75987 -2.04845  -0.72
H 12.82894 22.36683 -0.00122  0.21
H 12.41841 23.86418 -0.79945  0.20
H 13.51765 22.77994 -1.60834  0.24
H 11.52201 22.56555 -2.86490  0.16
H 10.60196 22.16508 -1.39082  0.14
H 11.28008 20.41152 -2.65459  0.46
C 14.18607 23.55702 2.70129  -0.65
C 12.66362 23.72156 2.86142  -0.07
O 12.27449 25.00410 2.54650  -0.75
H 14.45139 23.46804 1.64782  0.23
H 14.49952 22.60994 3.14050  0.22
H 14.80207 24.37958 3.06467  0.23
H 12.43345 23.54492 3.91210  0.16
H 12.18533 22.93820 2.27348  0.17
H 11.31751 25.05241 2.60536  0.49
C 16.49741 26.69407 2.55098  -0.65
C 17.43847 27.89034 2.29755  -0.06
O 18.38406 27.89033 3.29375  -0.72
H 16.28589 26.49100 3.60080  0.22
H 16.92199 25.77007 2.15849  0.19
H 15.64647 26.86298 1.89108  0.22
H 16.83829 28.79154 2.42300  0.18
H 17.90093 27.83576 1.31203  0.15
H 19.01364 27.18303 3.13584  0.46
O 13.46904 26.29004 -2.49917  -0.95
H 13.12535 26.20230 -1.61012  0.48
H 13.47697 27.23335 -2.66139  0.46
O 15.44084 24.27658 -0.77359  -0.96
H 14.90851 24.97151 -0.38639  0.49
H 15.91400 24.70568 -1.48649  0.47
O 12.64494 29.32444 3.27445  -1.00
H 13.01603 28.51098 3.61624  0.48
H 12.47317 29.14043 2.35094  0.48
O 13.57326 26.88196 4.25066  -0.95
H 13.24988 26.54808 5.08743  0.47
H 13.20332 26.28903 3.59658  0.49
O 12.30640 29.03779 0.68138  -1.00
H 11.74694 28.56597 0.06443  0.50
H 12.65786 29.77009 0.17497  0.51
O 10.81517 27.67227 -1.17568  -0.96
H 10.65624 27.70685 -2.11895  0.49
H 10.56595 26.78337 -0.92274  0.48
O 13.59828 26.34419 0.48159  -1.00
H 13.18632 25.77856 1.13472  0.49
H 13.11159 27.16668 0.53519  0.50

***

x ends up most stable, edging out the next structure by 70.2 kcal/mol.

***

w.
# C10H18N3

A cluster of 2 separate species, C10H18N3 in total (the ωB97M-V functional and the def2-TZVPD basis, OMol25).

Its multiplicity is 1. The LUMO energy is -2.970 eV. Its total charge is +1.

Each line ends with the natural charge from an NBO analysis.
CARTESIAN COORDINATES (ANGSTROEM)
C 1.06729 3.17400 2.21547  -0.67
C 2.78563 -0.11691 0.24822  -0.25
C 2.76256 1.16709 -0.36344  -0.21
C 1.89446 -0.33223 1.29434  -0.23
C 1.93553 2.16833 0.11943  -0.23
C 1.24917 0.70564 1.90384  -0.23
C 1.35020 2.03704 1.38336  -0.01
H 3.48456 -0.86400 -0.08690  0.23
H 3.41793 1.31459 -1.38561  0.24
H 1.96338 -1.28033 1.85443  0.22
H 1.76073 3.15656 -0.36687  0.23
H 0.79889 0.59948 2.88699  0.22
H 1.91595 3.59357 2.82530  0.25
H 0.34302 2.95590 3.02631  0.22
H 0.73259 4.14476 1.80937  0.24
C -0.25075 -1.50060 -1.09353  -0.24
C -0.25042 -0.02345 -1.55195  -0.62
C -2.68885 -1.73336 -0.92634  0.69
N -1.49928 -2.12792 -1.49128  -0.54
N -2.83710 -0.59278 -0.04090  -0.75
N -3.84470 -2.36284 -1.15898  -0.79
H 0.51396 -2.00495 -1.68913  0.24
H -0.18380 -1.69135 0.07396  0.24
H -0.56480 0.11230 -2.63393  0.23
H 0.85635 0.33971 -1.55361  0.28
H -1.60699 -2.99246 -2.04144  0.43
H -2.11277 0.07595 -0.06394  0.40
H -3.61190 -0.33168 0.35445  0.40
H -3.91459 -3.35948 -1.34632  0.42
H -4.73509 -1.96323 -1.29686  0.43
H -0.91872 0.50617 -0.90456  0.17

***

x.
# C10H18N3

A cluster of 2 separate species, C10H18N3 in total (the ωB97M-V functional and the def2-TZVPD basis, OMol25).

Its multiplicity is 1. The LUMO energy is -2.866 eV. Its total charge is +1.

Each line ends with the natural charge from an NBO analysis.
CARTESIAN COORDINATES (ANGSTROEM)
C 1.44838 0.91489 1.33183  -0.39
C 1.46885 2.11680 2.30050  -0.61
C 0.52600 -0.20809 1.67967  -0.02
C 0.86218 -1.08914 2.70266  -0.20
C -0.62779 -0.48546 0.95489  -0.23
C 0.21730 -2.30664 2.81222  -0.19
C -1.26897 -1.72124 1.03002  -0.20
C -0.86082 -2.62365 1.99964  -0.21
H 1.21065 1.34826 0.35233  0.14
H 2.46185 0.53525 1.19715  0.22
H 0.78843 2.92806 2.03957  0.21
H 1.73283 -0.86350 3.30605  0.22
H -1.06539 0.30991 0.36656  0.18
H 0.61008 -3.00869 3.53906  0.23
H -2.20459 -1.76278 0.48938  0.21
H -1.36817 -3.57666 2.06051  0.23
H 2.46947 2.53686 2.42474  0.22
H 1.18568 1.74672 3.28362  0.22
C -2.08064 1.29384 -3.04529  -0.42
C 0.01380 0.10045 -2.42541  0.69
N -0.83367 1.10794 -2.30678  -0.54
N -0.38351 -1.04429 -2.97771  -0.75
N 1.18107 0.13278 -1.76778  -0.78
H -0.57486 1.86581 -1.69410  0.42
H -1.26309 -1.10169 -3.46771  0.42
H 0.23956 -1.78373 -3.26469  0.43
H 1.31213 0.85217 -1.06426  0.41
H 2.04274 -0.21977 -2.15655  0.43
H -1.87877 1.78207 -4.00097  0.23
H -2.78514 1.87841 -2.46674  0.24
H -2.57557 0.34514 -3.23244  0.21

***

x ends up most stable, edging out the next structure by 37.0 kcal/mol.

***

w.
# C3H5NO3P

The ion C3H5NO3P with charge -1 (the ωB97M-V functional and the def2-TZVPD basis, OMol25).

Its multiplicity is 1. The LUMO energy is 4.075 eV. Its total charge is -1.

Each line ends with the natural charge from an NBO analysis.
CARTESIAN COORDINATES (ANGSTROEM)
C -1.11405 -1.77878 -0.04941  0.78
C -0.33858 0.70653 0.35765  -0.66
C -0.13515 -0.51941 -0.51212  -0.09
N 1.43931 -1.16266 -0.09258  -1.05
O -0.46489 -2.77375 0.31696  -0.77
O -2.30775 -1.52205 -0.17898  -0.75
O 3.95976 -0.91116 0.18546  -1.10
P 2.73538 -0.23913 -0.29829  1.36
H -0.32729 1.57738 -0.41693  0.20
H -1.33472 0.55668 0.83030  0.24
H 0.46031 0.59594 0.98267  0.22
H -0.10451 -0.44052 -1.53149  0.18
H 1.31383 -2.09768 0.17010  0.44

***

x.
# C3H5NO3P

A cluster of 2 separate species, C3H5NO3P in total (the ωB97M-V functional and the def2-TZVPD basis, OMol25).

Its multiplicity is 1. The LUMO energy (spin up / spin down) is 3.401 / 1.486 eV. Its total charge is -1.

Each line ends with the natural charge from an NBO analysis.
CARTESIAN COORDINATES (ANGSTROEM)
C -2.58554 -0.45407 -0.15487  0.21
C 1.10492 -1.23538 -0.39248  -0.27
C -2.03324 0.74842 0.17867  -0.56
N -3.03435 -1.50396 -0.35474  -0.42
O 2.00509 1.63864 -0.79718  -1.11
O 2.40994 1.76784 1.73188  -1.09
O 1.58289 -0.49194 0.68972  -0.82
P 1.71765 1.12751 0.57532  2.10
H 0.34456 -0.52542 -0.94407  0.18
H 0.32501 -1.93981 -0.11532  0.20
H 1.93965 -1.53027 -1.01003  0.19
H -2.79663 1.58222 0.27506  0.21
H -0.97994 0.81622 0.31806  0.19

***

w ends up most stable, edging out the next structure by 41.6 kcal/mol.